No. 1
Density functional theory data (the ωB97M-V functional and the def2-TZVPD basis) for the molecule C5H6O.

Properties
- net charge = 0
- HOMO (eV) = -9.43
- gap between HOMO and LUMO (eV) = 9.58
- 2S+1 = 1

Geometry as XYZ:
```
12
C5H6O, DFT the ωB97M-V functional and the def2-TZVPD basis
C 1.4065 -0.7622 -0.4187
C 0.2671 -0.5961 -1.0954
C -1.0284 -0.4688 -0.4244
C -1.1765 0.2719 0.6849
C -0.1165 1.2000 1.1265
O -0.0823 1.7506 2.2022
H 1.4247 -0.9472 0.6502
H 2.3713 -0.7893 -0.9052
H 0.2815 -0.5823 -2.1822
H -1.8745 -1.0063 -0.8498
H -2.1067 0.3037 1.2448
H 0.6244 1.4362 0.3416
```

Results of the Mulliken charge analysis, in e, for atoms 1 through 4: -0.81, -0.21, -0.10, -0.28

***

No. 2
Density functional theory data (the ωB97M-V functional and the def2-TZVPD basis) for a cluster of 2 separate species, C3H11NO3 in total in a non-equilibrium geometry.

Properties
- net charge = 0
- HOMO (eV) = -8.87
- gap between HOMO and LUMO (eV) = 9.41
- 2S+1 = 1

Geometry as XYZ:
```
18
C3H11NO3, DFT the ωB97M-V functional and the def2-TZVPD basis
O 0.9922 -0.4280 -0.4590
C 0.2378 0.4748 -1.3744
C -1.2374 0.7637 -1.0905
N -1.3607 1.3058 0.2162
C -2.0162 0.7569 1.3154
O -1.6684 -0.5959 1.6778
H 0.9574 -1.2968 -0.9721
H 0.1242 -0.0420 -2.3259
H 0.8973 1.3994 -1.4841
H -1.7578 -0.1890 -1.0990
H -1.7268 1.5461 -1.7957
H -0.5196 1.7662 0.5050
H -3.1162 0.7443 1.1685
H -1.9190 1.3326 2.3503
H -0.6397 -0.6750 1.6478
O 4.1269 -2.4872 0.9043
H 4.4245 -1.5941 0.8925
H 4.2016 -2.7819 -0.0771
```

Results of the Mulliken charge analysis, in e, for atoms 1 through 4: -0.47, -0.64, -0.34, -0.21

***

No. 3
Density functional theory data (the ωB97M-V functional and the def2-TZVPD basis) for a cluster of 2 separate species, C8H10N2O3S2 in total in a non-equilibrium geometry.

Properties
- net charge = 0
- HOMO (alpha / beta) (eV) = -8.80 / -7.56
- gap between HOMO and LUMO (alpha / beta) (eV) = 7.94 / 5.60
- 2S+1 = 1

Geometry as XYZ:
```
25
C8H10N2O3S2, DFT the ωB97M-V functional and the def2-TZVPD basis
C 1.7429 0.7558 -0.3396
C 2.2544 -1.4263 0.4237
C 0.3922 0.6171 0.0599
C 1.0008 -1.5290 0.9522
C 2.7045 -0.2483 -0.2745
C 0.0558 -0.5547 0.6766
C 4.0110 -0.2366 -0.8764
C -3.6083 1.9348 -0.0042
N -1.5937 -0.2611 -1.4906
N -2.1789 -0.1290 -0.4072
O -1.7441 0.4171 -2.4901
O -2.2176 -0.0122 1.9464
O -2.0933 -2.2493 1.0207
S -4.8959 1.2253 0.8992
S -1.6691 -0.8758 0.9594
H 2.0430 1.7341 -0.9168
H 2.9986 -2.2079 0.5279
H -0.3037 1.3165 -0.4598
H 0.6085 -2.4135 1.4441
H 4.1966 -1.2210 -1.2619
H 4.1609 0.5812 -1.5989
H 4.7784 -0.3257 -0.1395
H -2.7593 2.1671 0.6135
H -3.7700 2.2182 -0.9947
H -4.1137 0.7229 1.7307
```

Results of the Mulliken charge analysis, in e, for atoms 1 through 4: -0.74, -0.46, -0.10, -0.82

***

No. 4
Density functional theory data (the ωB97M-V functional and the def2-TZVPD basis) for a structure of composition C30H39As2F5IrNO5S2SbTe.

Properties
- net charge = +2
- HOMO (alpha / beta) (eV) = -14.42 / -14.41
- gap between HOMO and LUMO (alpha / beta) (eV) = 8.00 / 6.63
- 2S+1 = 2

Geometry as XYZ:
```
87
C30H39As2F5IrNO5S2SbTe, DFT the ωB97M-V functional and the def2-TZVPD basis
Ir -0.9486 0.0658 0.7096
O 0.1106 1.0917 -0.7200
As 1.5607 0.8608 -1.5815
C 2.2963 -0.8878 -1.3890
C 2.9389 -1.2594 -0.2082
C 3.4511 -2.5411 -0.0868
C 3.3319 -3.4419 -1.1410
C 2.7059 -3.0648 -2.3207
C 2.1888 -1.7830 -2.4509
C 1.1111 1.1285 -3.4115
C 2.0671 1.6200 -4.2923
C 1.7540 1.7344 -5.6389
C 0.4994 1.3557 -6.0963
C -0.4555 0.8677 -5.2121
C -0.1512 0.7531 -3.8653
C 2.8484 2.1466 -1.0313
C 2.4158 3.4306 -0.7106
C 3.3452 4.3978 -0.3683
C 4.6990 4.0822 -0.3533
C 5.1276 2.8041 -0.6824
C 4.2032 1.8274 -1.0256
H 3.0473 -0.5545 0.6071
H 3.9617 -2.8343 0.8209
H 3.7448 -4.4378 -1.0468
H 2.6284 -3.7630 -3.1430
H 1.7179 -1.4805 -3.3789
H 3.0445 1.9229 -3.9345
H 2.4891 2.1220 -6.3309
H 0.2618 1.4463 -7.1476
H -1.4352 0.5844 -5.5727
H -0.9040 0.4110 -3.1642
H 1.3596 3.6729 -0.7333
H 3.0191 5.3988 -0.1201
H 5.4239 4.8397 -0.0873
H 6.1826 2.5667 -0.6735
H 4.5411 0.8309 -1.2830
C -1.9375 3.2086 -1.9871
Sb -2.5430 3.0759 0.0269
C -0.9468 3.7008 1.2288
C -4.1255 4.4539 0.0165
H -2.6737 2.6963 -2.6055
H -0.9622 2.7558 -2.1222
H -1.9180 4.2640 -2.2608
H -1.2725 3.7139 2.2650
H -0.6585 4.7038 0.9137
H -0.1141 3.0152 1.0935
H -3.6876 5.4216 -0.2302
H -4.6015 4.4757 0.9904
H -4.8365 4.1603 -0.7510
F -2.1807 -0.7913 2.0373
Te -4.3857 0.5241 1.2464
F -5.0094 1.7422 -0.0405
F -6.2460 0.2807 1.5142
F -3.5267 2.4366 1.9408
F -4.4545 -0.8596 -0.0564
O -2.6336 1.0647 0.0445
C -1.7640 0.3701 4.6335
As -0.2340 -0.6404 4.0566
C -0.5766 -2.5140 3.8568
C 1.1303 -0.4460 5.3899
S 0.6745 0.2334 2.2411
H -1.5599 0.7755 5.6227
H -2.6208 -0.3000 4.6643
H -1.9511 1.1715 3.9232
H -0.9792 -2.8914 4.7968
H 0.3634 -3.0172 3.6375
H -1.2886 -2.6536 3.0487
H 0.7653 -0.8586 6.3299
H 1.3638 0.6092 5.5167
H 2.0211 -0.9853 5.0742
N -1.6647 -1.3023 -0.6813
C -1.4949 -2.6404 -0.1355
C -2.5865 -3.3588 0.3170
C -2.3723 -4.5680 0.9662
C -1.0769 -5.0243 1.1441
C 0.0126 -4.3270 0.6400
C -0.1986 -3.1239 -0.0035
S -0.7777 -6.4550 2.1264
O -0.0477 -5.9820 3.3181
O 0.3223 -7.2096 1.4876
O -2.0074 -7.1310 2.3356
H -1.1262 -1.1803 -1.5375
H -2.6487 -1.1155 -0.8899
H -3.5920 -2.9848 0.1906
H -3.2062 -5.1465 1.3398
H 1.0161 -4.7123 0.7645
H 0.6363 -2.5486 -0.3747
```

Results of the Mulliken charge analysis, in e, for atoms 1 through 4: 3.92, -0.93, 1.05, 0.01

***

No. 5
Density functional theory data (the ωB97M-V functional and the def2-TZVPD basis) for the molecule C21H32N4O3.

Properties
- net charge = 0
- HOMO (eV) = -8.92
- gap between HOMO and LUMO (eV) = 8.93
- 2S+1 = 1

Geometry as XYZ:
```
60
C21H32N4O3, DFT the ωB97M-V functional and the def2-TZVPD basis
C 1.6745 -4.5283 0.9062
C 0.7707 -5.0603 -0.2003
C 1.5330 -5.7138 -1.3569
C 2.5699 -4.8370 -2.0635
C 1.9893 -3.8026 -3.0278
N 1.1948 -2.7749 -2.3646
C 1.8892 -1.8605 -1.6023
O 3.0955 -1.8560 -1.5039
N 1.1251 -0.9261 -0.9465
C -0.2446 -0.8415 -1.0160
C -0.9466 0.1327 -0.3115
C -2.3288 0.1873 -0.4020
C -3.1589 1.1927 0.3433
O -4.3219 0.9723 0.6278
N -2.5312 2.3481 0.6262
C -3.1307 3.4044 1.4053
C -2.2036 3.8113 2.5499
C -0.9143 4.4817 2.0541
N -0.0966 3.6073 1.2125
C 0.2892 4.2133 -0.0562
C 1.2795 5.3786 0.0281
C 1.0304 3.0060 1.9118
C 0.6016 2.0015 2.9769
C -3.0100 -0.7440 -1.1907
C -2.3183 -1.7004 -1.8980
C -0.9265 -1.7578 -1.8217
C -0.1827 -2.7819 -2.5637
O -0.7070 -3.5887 -3.3006
H 2.3382 -5.3127 1.2636
H 1.0743 -4.1787 1.7439
H 2.2832 -3.6971 0.5586
H 0.1334 -4.2559 -0.5696
H 0.1066 -5.8176 0.2246
H 2.0521 -6.5911 -0.9622
H 0.8067 -6.0634 -2.0943
H 3.2140 -5.4857 -2.6612
H 3.2035 -4.3309 -1.3364
H 2.8104 -3.3030 -3.5490
H 1.3286 -4.2831 -3.7515
H 1.6371 -0.2683 -0.3745
H -0.3923 0.8185 0.3114
H -1.5410 2.4841 0.4609
H -4.0842 3.0311 1.7876
H -3.3299 4.2695 0.7606
H -1.9718 2.9272 3.1417
H -2.7269 4.5218 3.1919
H -1.2012 5.3643 1.4765
H -0.3387 4.8313 2.9218
H -0.6267 4.5545 -0.5471
H 0.7228 3.4244 -0.6806
H 2.2401 5.0473 0.4143
H 1.4352 5.7941 -0.9639
H 0.8981 6.1655 0.6747
H 1.6680 3.7683 2.3885
H 1.6376 2.4904 1.1610
H 1.4738 1.4544 3.3275
H 0.1549 2.5035 3.8304
H -0.1165 1.2895 2.5771
H -4.0869 -0.6909 -1.2240
H -2.8238 -2.4244 -2.5180
```

Results of the Mulliken charge analysis, in e, for atoms 1 through 4: -1.29, 0.08, -0.77, -0.62

***

No. 6
Density functional theory data (the ωB97M-V functional and the def2-TZVPD basis) for the molecule C16H23ClN4O3.

Properties
- net charge = 0
- HOMO (eV) = -8.67
- gap between HOMO and LUMO (eV) = 9.30
- 2S+1 = 1

Geometry as XYZ:
```
47
C16H23ClN4O3, DFT the ωB97M-V functional and the def2-TZVPD basis
C -2.0588 -3.8689 0.9387
N -1.2666 -2.9613 0.1315
C 0.0639 -3.4524 -0.1699
C 1.0474 -2.2984 -0.3497
O 2.0548 -2.3975 -1.0220
N 0.6782 -1.1898 0.3363
C 1.3845 0.0276 0.5611
O 0.8921 0.8365 1.3143
N 2.5296 0.1232 -0.1174
C 3.4906 1.2188 0.0137
C 4.6454 0.9069 -0.9358
C 3.9893 1.2858 1.4599
C 2.8208 2.5378 -0.3761
C -1.9928 -2.5320 -1.0613
C -2.9275 -1.3935 -0.6443
O -4.0730 -1.5793 -0.3013
N -2.2968 -0.1912 -0.6590
C -2.7746 1.0603 -0.2759
C -3.9711 1.2464 0.4088
C -4.3721 2.5168 0.7802
C -3.5895 3.6183 0.4814
C -2.3984 3.4524 -0.2055
C -2.0020 2.1847 -0.5833
Cl -0.5236 1.9867 -1.4687
H -2.2031 -4.8462 0.4577
H -1.5682 -4.0152 1.8999
H -3.0345 -3.4184 1.1091
H 0.1118 -4.1008 -1.0574
H 0.4291 -4.0350 0.6816
H -0.1937 -1.2724 0.8542
H 2.7995 -0.6809 -0.6755
H 4.2875 0.8403 -1.9607
H 5.3944 1.6923 -0.8822
H 5.1155 -0.0371 -0.6685
H 3.1539 1.4780 2.1275
H 4.7172 2.0849 1.5692
H 4.4562 0.3449 1.7436
H 3.5283 3.3574 -0.2855
H 2.4666 2.4922 -1.4035
H 1.9757 2.7275 0.2795
H -2.5919 -3.3487 -1.4891
H -1.2833 -2.1823 -1.8136
H -1.3490 -0.1578 -1.0184
H -4.5778 0.3864 0.6381
H -5.3030 2.6433 1.3111
H -3.9011 4.6079 0.7771
H -1.7798 4.3017 -0.4501
```

Results of the Mulliken charge analysis, in e, for atoms 1 through 4: -1.17, 0.14, -0.81, 0.61